Density functional theory data (wB97M-V/def2-TZVPD) for a molecular structure, C34H58B2BeF8N2O8 at a distorted geometry.

The geometry in XYZ format:
```
113
Properties=species:S:1:pos:R:3:forces:R:3:mulliken_charge:R:1
F 2.408134 3.097588 -0.210610 -0.87 -1.55 0.25 -0.0877
F 3.941241 4.783475 0.056536 0.10 -0.16 0.18 -0.3296
F 2.716037 4.562206 -1.872187 0.17 0.13 -0.15 -0.3730
F -1.315280 0.497502 -0.632279 -0.20 0.09 0.02 0.1579
F 0.334358 -0.314428 -1.967895 0.17 -0.43 -0.10 0.0787
F 4.316278 3.029287 -1.366567 0.19 -1.88 -0.95 -0.3589
F 0.843403 0.626703 0.011636 1.46 0.44 0.04 0.1958
F -0.242879 -1.403754 0.038817 0.31 0.24 -0.40 0.0203
O -4.625701 2.694346 2.069847 0.02 0.33 -0.25 -0.5836
O 1.828195 -1.928303 5.371131 -0.26 0.08 -0.64 -0.6315
O 2.323365 -0.013006 -3.779302 0.87 0.49 0.81 -0.2336
O 0.674160 2.364326 -2.715381 1.35 -0.85 -0.67 -0.3162
O 0.248751 -6.046046 -2.299443 0.43 0.25 0.40 -0.6384
O 0.985172 2.533700 4.285257 0.17 0.23 0.33 -0.6076
O 3.901778 0.977132 0.624456 -0.40 -0.24 -0.87 -0.3293
O -4.885133 -3.402853 -2.118241 -0.04 0.09 0.38 -0.5919
N -3.418888 -2.076640 1.933307 0.70 -0.31 0.73 -0.2694
N 2.993839 -1.308460 -1.156171 0.07 0.52 -0.27 0.8491
C -3.977795 -2.690958 -2.472787 0.08 -0.25 -1.19 0.5279
C -0.431002 -4.744296 -0.421052 0.11 0.15 -0.27 -0.6737
C 0.111035 -4.939466 -1.814808 -1.16 -0.86 -0.98 0.5531
C -3.675274 -0.786013 4.373146 0.77 -0.32 -0.17 -0.8779
C -3.237164 -3.007384 -3.765375 0.33 -0.49 -0.13 -0.5508
C 2.780574 -1.618938 -5.523546 -1.05 1.05 0.63 -1.3426
C 0.553641 -2.130053 3.351200 0.78 0.31 0.07 0.0611
C 4.057925 1.217543 1.803781 0.29 -0.22 0.63 0.7192
C -3.953247 -2.156188 4.257710 0.72 1.44 0.92 -0.2921
C 3.042139 -3.227096 0.263596 -0.33 -0.17 0.59 -0.8671
C -0.378289 2.946770 -2.653875 -1.53 -0.59 2.32 0.8431
C 0.440054 2.954552 3.296020 -0.80 -0.66 -0.51 0.4708
C 3.631478 -2.065902 -2.047605 1.12 -0.66 -0.95 -0.9130
C -0.266858 2.014414 2.318131 0.47 0.77 0.57 1.7103
C -1.679191 2.334416 -3.205318 1.21 0.39 -0.73 -0.7993
C -4.452813 4.883685 1.249923 -0.73 0.23 0.28 -1.2067
C 4.131408 -3.358132 -1.853070 -1.59 0.56 1.24 -0.7845
C 0.800897 -1.674119 4.771082 -0.72 -0.52 0.46 0.4417
C 5.243398 2.028335 2.250517 0.29 0.48 -0.33 -1.6258
C -3.162486 -0.105499 3.288106 -0.32 0.02 0.17 -0.1827
C 3.751107 -3.969738 -0.642118 1.33 0.00 -1.35 -0.5237
C -3.778503 -2.768859 3.025870 -0.87 0.72 0.06 -0.5985
C 0.221288 -3.716255 -2.701666 0.37 0.65 0.78 0.0800
C -0.535682 4.161755 -1.761266 -0.16 0.59 -1.80 -0.7674
C -4.115749 3.445210 1.256638 0.48 -1.97 0.76 0.4902
C 2.091859 -0.398019 -4.906783 -0.43 0.16 -0.73 0.7292
C -0.295612 -0.904141 5.461247 0.53 -0.17 0.95 -0.8167
C -3.026010 -0.802606 2.112405 -0.44 -0.67 -1.13 0.0475
C 3.085899 0.731281 2.859086 -0.16 -0.11 -0.17 -0.6542
C 0.387834 4.410274 2.909847 0.90 -0.03 0.03 -1.2352
C -3.058313 2.851446 0.322969 -0.64 0.82 -0.22 0.6107
C 2.689695 -1.918712 0.000803 0.05 0.79 -0.06 -0.1496
C 1.136690 0.365601 -5.809977 0.60 -0.48 0.17 -1.2013
C -3.543225 -1.450362 -1.750937 -0.33 -0.51 -0.03 -0.1435
B -0.085689 -0.177861 -0.640468 -1.16 -0.22 -0.07 -0.2675
B 3.361948 3.904725 -0.823446 -0.40 1.81 -0.42 0.3820
Be 2.750288 1.169728 -1.690840 -1.27 -0.60 1.59 1.3698
H 0.184042 -1.293259 2.755833 0.16 0.02 -0.14 -0.4975
H 0.030454 2.310966 1.314620 -0.17 -0.25 -0.10 -0.4227
H -0.783530 -0.171308 4.822836 0.09 0.09 0.16 0.0161
H -0.266093 -2.871994 -2.210922 0.12 0.13 -0.10 -0.4084
H 1.266931 4.903534 3.325642 -0.13 0.11 0.13 0.3888
H 1.372231 0.121535 -6.845859 0.16 0.42 -0.07 0.4942
H -2.924887 0.945581 3.366032 0.09 -0.03 -0.11 0.4741
H 2.163964 0.419959 2.368491 -0.11 0.36 -0.01 -0.3715
H -2.490938 -1.543639 -1.478138 -0.11 0.04 0.31 -0.3699
H 1.255982 1.415985 -5.553188 -0.37 0.06 -0.25 0.2191
H -0.183607 -2.919973 3.208256 -0.02 -0.08 0.43 0.5688
H 3.374443 -0.144142 3.447185 0.69 -0.03 -0.26 0.5418
H 2.779267 -3.666917 1.215940 -0.14 0.09 0.02 0.4999
H 0.007168 0.982675 2.520494 -0.17 0.00 -0.04 -1.0653
H 0.475580 4.462505 1.824724 -0.29 0.28 -0.01 0.1788
H -0.043133 -3.833713 0.035601 -0.01 -0.11 0.18 -0.0234
H -4.155904 -2.615822 5.215793 -0.37 -0.73 -0.39 0.4243
H -0.330205 -5.641817 0.184990 0.26 0.08 0.01 0.3869
H 4.682026 -3.814747 -2.660832 0.03 -0.24 0.15 0.4681
H 0.194662 4.870825 -2.157519 0.27 0.10 0.61 0.4038
H 2.866986 -2.355117 -4.729108 0.31 -0.28 -0.35 0.3102
H -0.170746 -3.818057 -3.711433 0.06 -0.50 0.10 0.6010
H 4.092256 -4.971997 -0.421349 -0.18 -0.07 0.10 0.4260
H 2.915113 1.495104 3.615567 -0.17 0.12 -0.18 0.5052
H 0.206647 -0.519655 6.350641 -0.17 0.77 -0.22 0.3943
H -3.269695 -2.178377 -4.473536 0.07 0.14 0.13 0.3390
H -3.603379 2.623124 -0.597189 0.10 -0.31 -0.08 0.5389
H -3.618041 -3.896947 -4.265894 -0.39 0.08 0.18 0.3545
H 1.286418 -3.477455 -2.765842 0.04 0.14 -0.07 -0.2082
H -2.604345 1.953763 0.730510 -0.28 0.01 -0.08 -0.8515
H 5.761429 1.573720 3.094100 -0.12 0.06 0.09 0.4324
H 5.938096 2.218846 1.432426 -0.02 -0.50 -0.12 0.3583
H -2.284486 3.553906 0.021792 -0.06 0.13 0.23 -0.1465
H -3.576729 5.361872 1.692340 -0.01 0.60 -0.62 0.2398
H -4.073521 -3.806259 2.933676 0.23 -0.11 -0.38 0.3724
H -3.609040 -0.595691 -2.426129 -0.12 0.06 0.06 0.4075
H -1.473133 2.107716 -4.253837 -0.32 -0.03 -0.10 0.4044
H -1.504025 -4.587775 -0.565472 -0.08 0.15 0.04 0.2703
H -0.506396 4.909741 3.280684 -0.11 -0.10 -0.12 0.3089
H -2.625675 -0.351249 1.212407 0.01 0.21 0.02 0.3531
H -2.512463 3.024368 -3.107634 -0.04 -0.12 -0.07 0.4300
H -1.870658 1.385171 -2.705328 0.11 0.12 0.23 -0.2272
H -1.043359 -1.553196 5.923779 -0.15 -0.34 -0.60 0.3477
H -0.407772 3.964478 -0.701345 0.28 -0.13 -0.13 -0.4959
H 3.730405 -1.254814 -5.915840 0.16 -0.29 0.07 0.3205
H 1.544495 -2.463709 3.039778 -0.20 -0.10 -0.55 0.0695
H 3.820273 -1.702301 -3.047034 -0.05 0.80 0.29 0.7206
H 4.941710 3.048417 2.502244 -0.37 -0.15 0.42 0.3377
H -1.510838 4.591379 -1.989627 -0.07 0.09 0.49 0.5885
H -2.192283 -3.251530 -3.557299 -0.03 0.39 0.09 -0.2249
H -4.221954 -1.374594 -0.903558 0.39 0.41 0.22 0.2211
H 2.146113 -1.939180 -6.347048 0.24 -0.40 0.02 0.4884
H -1.339718 2.175394 2.436701 -0.01 -0.09 -0.07 -0.0283
H -4.811588 5.220017 0.276930 0.78 0.34 -0.16 0.3634
H 2.155858 -1.341327 0.741659 0.04 0.12 -0.09 0.2188
H 0.108331 0.020390 -5.692856 -0.02 0.10 0.45 0.2473
H -5.292877 5.058848 1.921719 0.10 -0.18 0.17 0.3702
H -3.642899 -0.245154 5.310382 -0.56 -0.31 0.24 0.4219
```
Positions in Å, forces in eV/Å.

## Properties
Orbital gap = 6.712 eV



Density functional theory data (wB97M-V/def2-TZVPD) for C5H6O in the gas phase.

The geometry in XYZ format:
```
12
Properties=species:S:1:pos:R:3:forces:R:3:mulliken_charge:R:1
O -0.416203 2.600790 -0.410150 -0.03 -0.58 0.14 -0.4920
C 1.251290 -0.418668 -0.176553 0.11 -0.05 -0.18 -0.2670
C 0.618440 -1.748706 -0.167659 0.15 0.25 0.26 -0.4801
C -1.388021 0.235384 -0.298533 -0.17 0.10 -0.10 -0.5603
C -0.586277 1.440498 -0.175771 -0.07 0.28 -0.15 0.3843
C -0.003645 0.226458 0.455622 0.08 -0.08 0.25 -0.2245
H -1.420862 -0.277246 -1.256691 0.03 0.10 0.13 0.2638
H 0.755258 -2.132505 0.868044 -0.03 0.05 -0.15 0.1409
H -2.277248 0.115088 0.315511 0.14 0.04 -0.08 0.2883
H 2.103330 -0.203634 0.479785 -0.13 -0.07 -0.07 0.2962
H 1.430736 -0.002636 -1.173610 -0.06 -0.05 0.13 0.2539
H -0.066797 0.165180 1.540002 -0.01 0.01 -0.17 0.3965
```
Positions in Å, forces in eV/Å.

## Properties
Orbital gap = 8.546 eV
Energy above the lowest of the compared OMol25 structures with the same formula, charge and spin = 125.3 kcal per mole



Density functional theory data (wB97M-V/def2-TZVPD) for a molecular structure, C9H23AlClFIO7P2 at a distorted geometry.

The geometry in XYZ format:
```
45
Properties=species:S:1:pos:R:3:forces:R:3:mulliken_charge:R:1
I -3.078679 5.408844 -0.087648 -0.11 0.07 -0.02 -0.1551
Cl 0.177797 -2.378283 1.708500 -0.23 0.03 0.07 -0.1954
P 1.962753 -1.495966 -4.087009 2.16 -0.85 -2.79 1.0074
P -3.130720 0.042062 2.377670 -0.16 0.68 0.10 0.8853
Al -1.200078 0.998133 1.314112 0.46 0.16 -0.26 -0.3309
F -0.848308 0.000168 -0.035421 0.10 0.05 0.00 -0.3580
O 2.569700 -0.486053 -3.041656 -1.31 -0.46 1.21 -0.2602
O -3.445103 -1.439268 1.792921 0.02 -0.05 0.48 -0.5180
O 3.347527 -2.315665 -4.246965 0.06 0.30 0.03 -0.3468
O -2.723786 -0.337184 3.939931 0.16 -0.47 -0.22 -0.5349
O 0.996659 -2.720252 -3.746303 -0.43 1.00 1.43 -0.2515
O 1.518636 -0.872046 -5.335946 -0.52 0.13 0.24 -0.7190
O -4.341683 0.900846 2.413991 -0.14 -0.13 -0.27 -0.6706
C -2.677538 3.906400 2.532582 0.54 0.28 -0.20 -0.9907
C 1.630398 0.309281 -2.270759 -0.17 0.10 0.13 -0.4128
C -2.745556 3.539243 1.056978 0.40 -0.35 0.26 -0.3475
C 0.282843 1.040198 2.685337 -0.33 -0.43 -0.46 -0.5334
C 3.515527 -3.104482 -5.419108 -0.03 -0.12 0.01 -0.7175
C 1.046277 -3.293904 -2.425458 0.03 -0.11 0.09 -0.4404
C -1.478606 2.862503 0.592735 -0.58 0.14 0.17 -0.8090
C 1.006640 -1.398271 2.962404 0.76 -0.08 0.12 -0.5862
C 1.401891 0.001925 2.522255 -0.04 0.36 0.51 -0.6119
H 0.435749 -4.192312 -2.442011 -0.02 0.02 -0.07 0.2493
H -0.637224 3.475731 0.933349 0.12 -0.02 -0.19 0.3695
H 2.070374 -3.559828 -2.156720 0.01 0.03 -0.05 0.3109
H -2.671215 -1.996524 1.958604 0.00 -0.11 -0.19 0.3051
H 1.830444 -0.016255 1.517798 -0.14 -0.10 -0.08 0.1573
H 2.204880 0.917499 -1.579460 0.13 -0.05 -0.06 0.2247
H 2.863488 -2.764812 -6.224249 0.01 0.04 0.01 0.3558
H 0.639025 -2.602545 -1.687628 -0.02 -0.02 0.00 0.0904
H 0.958953 -0.326790 -1.694065 -0.03 0.08 0.02 0.0880
H 1.907211 -1.960712 3.205560 -0.04 -0.11 -0.08 0.4082
H 1.049319 0.957548 -2.925146 0.04 -0.04 -0.07 0.3561
H -1.662904 4.259695 2.740884 -0.02 0.07 0.05 0.3270
H 3.300906 -4.152025 -5.196769 -0.02 0.01 0.00 0.2394
H -3.625729 2.939079 0.845246 -0.15 0.23 -0.10 0.4597
H 0.392263 -1.388416 3.860143 -0.27 0.06 -0.16 0.3071
H -1.464850 2.828695 -0.498540 0.13 -0.18 -0.01 0.4758
H -2.839107 3.014730 3.140278 -0.28 0.02 -0.01 0.1336
H -0.165403 0.877494 3.673095 0.09 0.17 0.09 0.3246
H 2.233700 0.277638 3.186819 0.07 -0.12 -0.02 0.3657
H 0.701727 2.050609 2.677668 0.05 0.00 0.04 0.3884
H 4.554059 -3.011726 -5.732638 0.00 0.00 0.00 0.2248
H -2.514877 0.487539 4.389144 -0.04 0.04 0.12 0.3078
H -3.347379 4.717457 2.805496 -0.28 -0.26 0.13 0.4281
```
Positions in Å, forces in eV/Å.

## Properties
Orbital gap = 8.158 eV
Net charge = -1



- What is the formula in the second record?
  C5H6O